The following is a DFT calculation (ωB97M-V/def2-TZVPD) of a molecular structure, C34H33N8NaO2S at a distorted geometry.

Output
Gap between HOMO and LUMO ... 5.866 eV
Strongest force on any atom ... 8.42 eV Å⁻¹

Atoms and positions in Å:
1 Na 2.451 1.266 -0.346
2 C -10.954 -3.098 0.540
3 O -10.364 -2.083 1.441
4 C -9.094 -1.697 1.145
5 C -8.541 -0.768 2.039
6 C -7.270 -0.278 1.818
7 C -6.476 -0.818 0.785
8 C -7.032 -1.760 -0.103
9 C -8.334 -2.208 0.063
10 C -5.131 -0.389 0.535
11 N -4.378 -0.849 -0.459
12 C -3.145 -0.227 -0.297
13 C -3.178 0.672 0.753
14 N -4.426 0.549 1.294
15 C -2.139 1.534 1.135
16 C -2.190 2.592 2.091
17 C -1.046 3.343 2.296
18 C 0.124 3.019 1.574
19 N 0.173 2.050 0.657
20 C -0.932 1.367 0.366
21 C -0.890 0.397 -0.730
22 N 0.282 0.210 -1.394
23 C 0.363 -0.687 -2.361
24 C -0.711 -1.520 -2.775
25 C -1.902 -1.378 -2.099
26 C -1.987 -0.423 -1.051
27 H -11.946 -3.266 0.926
28 H -10.354 -4.010 0.572
29 H -11.030 -2.660 -0.474
30 H -9.124 -0.439 2.899
31 H -6.832 0.453 2.485
32 H -6.397 -2.067 -0.949
33 H -8.783 -2.922 -0.632
34 H -4.794 0.958 2.152
35 H -3.090 2.788 2.685
36 H -0.986 4.110 3.061
37 H 1.053 3.582 1.717
38 H 1.326 -0.752 -2.862
39 H -0.566 -2.276 -3.557
40 H -2.786 -1.989 -2.323
41 C 4.771 -1.015 -4.854
42 C 5.335 0.069 -3.896
43 C 6.011 -0.421 -2.601
44 C 6.083 1.155 -4.688
45 C 4.195 0.683 -3.348
46 C 3.192 1.178 -2.692
47 H 5.603 -1.628 -5.258
48 H 4.246 -0.563 -5.716
49 H 4.096 -1.671 -4.285
50 H 6.956 -1.007 -2.784
51 H 5.326 -1.067 -2.048
52 H 6.292 0.448 -1.988
53 H 6.953 0.742 -5.236
54 H 6.430 1.970 -4.007
55 H 5.388 1.577 -5.425
56 S 5.182 5.512 0.387
57 C 5.423 4.319 1.636
58 C 4.473 3.328 1.581
59 N 3.509 3.541 0.586
60 C 3.791 4.602 -0.105
61 H 6.227 4.474 2.356
62 H 4.363 2.406 2.152
63 H 3.167 4.936 -0.916
64 C 5.751 -1.982 1.767
65 N 4.377 -1.637 2.084
66 C 3.691 -2.472 2.934
67 C 2.416 -2.182 3.278
68 C 1.859 -0.966 2.756
69 N 2.524 -0.229 1.881
70 C 3.782 -0.529 1.458
71 O 4.353 0.136 0.578
72 N 0.605 -0.601 3.146
73 H 6.433 -1.614 2.539
74 H 6.048 -1.534 0.812
75 H 5.858 -3.074 1.703
76 H 4.261 -3.313 3.301
77 H 1.917 -2.780 4.012
78 H 0.014 -1.181 3.745
79 H 0.138 0.065 2.541

Atomic partial charges in e from the Mulliken method, atoms 1 to 4: atom 1 (Na): 0.598, atom 2 (C): -0.808, atom 3 (O): -0.462, atom 4 (C): 0.950

=====

The following is a DFT calculation (ωB97M-V/def2-TZVPD) of a molecular structure, C34H34As3CoS3 at a distorted geometry.

Output
Total charge ... -1
Gap between HOMO and LUMO (spin up / spin down) ... 6.277 / 6.416 eV
Strongest force on any atom ... 1.26 eV Å⁻¹
Multiplicity ... 2

Atoms and positions in Å:
1 Co 0.385 0.497 -1.520
2 C -1.388 -4.160 1.112
3 As -0.518 -2.809 -0.022
4 C -1.459 -3.283 -1.674
5 C 1.154 -3.781 -0.430
6 C 1.405 -5.043 0.110
7 C 2.573 -5.733 -0.176
8 C 3.521 -5.164 -1.011
9 C 3.285 -3.909 -1.550
10 C 2.115 -3.203 -1.270
11 As 1.861 -1.430 -2.111
12 C 3.697 -0.795 -2.112
13 C 1.745 -2.016 -3.964
14 H -1.540 -5.106 0.591
15 H -2.355 -3.747 1.398
16 H -0.810 -4.331 2.020
17 H -1.391 -4.357 -1.850
18 H -1.022 -2.732 -2.505
19 H -2.499 -2.969 -1.583
20 H 0.678 -5.507 0.764
21 H 2.736 -6.717 0.248
22 H 4.439 -5.690 -1.241
23 H 4.038 -3.471 -2.193
24 H 4.324 -1.407 -2.760
25 H 4.079 -0.788 -1.094
26 H 3.662 0.230 -2.480
27 H 2.522 -2.754 -4.169
28 H 1.887 -1.132 -4.585
29 H 0.765 -2.444 -4.167
30 S -1.866 0.110 -1.878
31 C -2.998 -0.030 -0.533
32 C -4.314 -0.411 -0.852
33 C -5.283 -0.531 0.124
34 C -4.979 -0.278 1.459
35 C -3.691 0.097 1.792
36 C -2.705 0.220 0.815
37 As -0.903 0.823 1.184
38 C -0.882 0.497 3.120
39 C -1.124 1.453 4.099
40 C -1.071 1.112 5.445
41 C -0.785 -0.190 5.828
42 C -0.544 -1.153 4.858
43 C -0.581 -0.806 3.516
44 C -1.236 2.745 1.151
45 C -2.276 3.272 0.396
46 C -2.377 4.645 0.201
47 C -1.447 5.501 0.766
48 C -0.407 4.983 1.526
49 C -0.294 3.613 1.702
50 H -4.553 -0.610 -1.889
51 H -6.287 -0.824 -0.159
52 H -5.740 -0.362 2.224
53 H -3.450 0.306 2.827
54 H -1.373 2.468 3.815
55 H -1.259 1.868 6.197
56 H -0.749 -0.455 6.878
57 H -0.323 -2.174 5.144
58 H -0.381 -1.558 2.762
59 H -3.005 2.613 -0.060
60 H -3.179 5.038 -0.412
61 H -1.519 6.569 0.601
62 H 0.336 5.643 1.957
63 H 0.549 3.218 2.254
64 S 0.932 1.588 -3.425
65 C 1.939 2.909 -2.832
66 C 2.272 3.964 -3.682
67 C 3.113 4.986 -3.273
68 C 3.632 4.971 -1.982
69 C 3.291 3.941 -1.122
70 C 2.442 2.907 -1.524
71 S 2.003 1.629 -0.402
72 H 1.852 3.969 -4.682
73 H 3.363 5.788 -3.957
74 H 4.294 5.761 -1.646
75 H 3.677 3.926 -0.108

Atomic partial charges in e from the Mulliken method, atoms 1 to 4: atom 1 (Co): 0.247, atom 2 (C): -1.617, atom 3 (As): 1.412, atom 4 (C): -1.000

=====

The following is a DFT calculation (ωB97M-V/def2-TZVPD) of a molecular structure, C34H34BCo2NO8S at a distorted geometry.

Output
Gap between HOMO and LUMO ... 1.505 eV
Strongest force on any atom ... 5.46 eV Å⁻¹

Atoms and positions in Å:
1 C 4.037 7.529 0.433
2 C 3.402 6.291 -0.048
3 C 3.260 5.917 -1.343
4 C 2.614 4.653 -1.510
5 C 2.263 4.070 -0.349
6 B 1.536 2.649 -0.257
7 C -0.056 2.856 -0.266
8 C -0.710 2.917 0.946
9 C -2.077 3.086 0.980
10 C -2.810 3.223 -0.205
11 N -4.221 3.412 -0.168
12 C -4.884 4.396 -1.027
13 C -5.053 2.659 0.771
14 C -2.119 3.171 -1.421
15 C -0.753 2.982 -1.448
16 O 1.949 1.816 -1.436
17 C 2.806 0.817 -0.876
18 C 2.683 -0.476 -1.690
19 C 4.248 1.330 -0.899
20 C 2.274 0.636 0.615
21 C 1.026 -0.246 0.660
22 C 3.349 0.083 1.558
23 O 1.917 1.957 1.021
24 S 2.715 5.069 0.987
25 H 4.372 8.157 -0.391
26 H 3.342 8.110 1.034
27 H 4.898 7.304 1.058
28 H 3.622 6.512 -2.167
29 H 2.415 4.199 -2.474
30 H -0.135 2.828 1.854
31 H -2.591 3.146 1.924
32 H -4.137 5.004 -1.539
33 H -5.508 3.894 -1.767
34 H -5.499 5.056 -0.417
35 H -4.466 1.883 1.263
36 H -5.464 3.321 1.529
37 H -5.870 2.173 0.240
38 H -2.679 3.243 -2.337
39 H -0.222 2.917 -2.384
40 H 3.220 -1.304 -1.226
41 H 1.639 -0.772 -1.797
42 H 3.081 -0.338 -2.694
43 H 4.953 0.590 -0.525
44 H 4.535 1.588 -1.913
45 H 4.324 2.226 -0.292
46 H 1.248 -1.284 0.428
47 H 0.580 -0.215 1.648
48 H 0.288 0.118 -0.046
49 H 3.737 -0.876 1.211
50 H 4.185 0.778 1.642
51 H 2.944 -0.057 2.560
52 O 0.468 -6.890 2.644
53 C 0.277 -5.928 3.225
54 Co -0.111 -4.422 4.125
55 C 1.157 -4.019 5.388
56 O 1.950 -3.793 6.174
57 C -0.292 -3.083 2.938
58 O -0.429 -2.274 2.150
59 C -2.215 -4.599 4.216
60 C -2.526 -5.458 3.027
61 C -2.517 -4.885 1.760
62 C -2.690 -5.652 0.622
63 C -2.904 -7.006 0.740
64 C -2.933 -7.592 1.990
65 C -2.764 -6.819 3.120
66 C -1.495 -5.010 5.439
67 C -1.737 -6.298 6.056
68 Co -2.669 -3.316 5.750
69 C -3.047 -2.056 4.508
70 O -3.296 -1.294 3.699
71 C -1.464 -2.547 6.893
72 O -0.723 -2.076 7.618
73 C -4.174 -3.955 6.509
74 O -5.119 -4.364 6.996
75 H -2.372 -3.821 1.671
76 H -2.642 -5.207 -0.364
77 H -3.100 -7.604 -0.136
78 H -3.084 -8.659 2.076
79 H -2.834 -7.279 4.090
80 H -1.943 -6.327 7.102
81 H -1.425 -7.202 5.585

Atomic partial charges in e from the Mulliken method, atoms 1 to 4: atom 1 (C): -1.264, atom 2 (C): 0.540, atom 3 (C): -0.597, atom 4 (C): -1.183

=====

The following ΔE to the lowest compared entry with this formula, charge and spin values (in kcal/mol) correspond, in order, to the records above: 19.2, 32.2, 8.5.